104
Properties=species:S:1:pos:R:3:forces:R:3:mulliken_charge:R:1 method="wB97M-V/def2-TZVPD" lumo_ha=-0.0738 homo_ev=-11.34 max_force_ev_per_a=1.5 homo_lumo_gap_ev=9.328 charge=+1 e_above_lowest_ev=1.9590
N 0.229 -1.301 -1.340 0.372 -0.129 -0.230 0.70
C -2.514 -3.358 1.845 0.155 0.032 0.172 -1.64
H 1.559 -3.331 -0.041 0.017 0.023 0.150 0.20
H -4.207 1.436 2.771 0.013 -0.078 0.075 0.21
C -0.400 2.716 1.314 -0.241 -0.117 -0.174 -0.11
H -3.628 -1.721 3.755 -0.119 0.021 0.046 0.54
H -1.827 -4.156 1.575 0.032 -0.107 -0.074 0.38
C 2.002 3.572 -0.706 -0.014 0.488 -0.015 0.00
C 1.632 -3.991 -0.902 0.153 0.133 -0.124 -1.41
H 3.438 0.501 1.064 0.142 0.163 0.024 0.07
H 0.961 4.241 -2.420 -0.038 0.025 0.126 0.84
H 2.142 1.899 1.788 0.114 -0.024 0.166 -0.11
B -1.496 -0.417 0.112 -0.751 -0.105 0.138 1.00
H 0.785 -4.673 -0.874 -0.095 -0.068 0.019 0.35
H -3.364 -3.799 2.361 -0.103 -0.058 -0.011 0.47
H -1.493 -2.914 3.659 0.049 0.122 -0.146 0.54
H 2.429 2.867 3.242 0.111 0.034 0.039 0.60
C 0.021 4.132 3.319 0.114 0.008 -0.258 -1.90
H -4.166 3.186 2.545 0.034 0.047 0.092 0.41
H -3.005 -0.065 -4.184 0.069 0.062 -0.022 0.36
H 3.312 0.259 -4.592 0.037 0.059 0.015 0.53
Al 0.954 0.483 -0.566 0.900 0.132 0.126 -1.50
H 0.803 4.503 3.976 0.093 0.067 0.048 0.48
N 0.891 -0.679 0.968 0.798 0.071 0.528 0.88
H -5.684 1.151 -0.172 -0.078 -0.005 0.005 0.60
H 4.247 2.012 -1.427 0.047 -0.002 -0.001 0.21
C -3.936 2.030 0.699 -0.352 -0.258 0.028 0.44
H 5.135 0.768 -2.321 0.070 -0.068 -0.032 0.55
C -1.755 -1.715 -2.192 -0.008 -0.605 -0.725 0.01
C -0.571 -1.789 2.173 0.393 -0.454 0.558 0.20
C 3.582 -2.338 3.033 -0.065 -0.030 -0.309 -1.89
C -0.855 -2.602 -2.754 -0.163 0.363 0.177 -0.27
H 3.328 -0.668 -1.050 -0.117 -0.044 0.179 0.49
C -2.434 1.980 0.764 0.043 0.674 0.259 0.34
H -0.610 3.457 3.890 -0.081 -0.077 0.081 0.40
H -2.865 -2.883 0.936 -0.091 0.055 -0.142 0.20
H 2.122 -0.810 -3.856 -0.095 -0.133 -0.015 0.34
C 1.594 -1.380 1.862 -0.139 -0.022 -0.176 -0.85
C 3.810 -0.140 1.861 -0.153 -0.186 -0.134 -1.12
H 1.179 4.153 1.528 -0.013 -0.028 0.041 -0.21
H -0.041 3.345 -1.277 0.063 0.178 0.021 -0.08
O 1.871 2.524 -3.509 0.199 0.059 -0.484 -0.67
H 3.187 -3.348 2.973 -0.024 -0.145 0.061 0.42
H 0.923 -2.738 3.471 0.029 -0.125 0.179 0.72
C -4.657 0.865 0.044 0.181 0.199 0.038 -1.18
O 0.688 1.203 -2.177 -0.622 0.013 -0.009 -0.33
C 3.094 -1.490 1.857 0.210 0.166 0.114 1.54
H 1.177 1.623 3.235 -0.077 -0.130 0.115 0.33
C 0.656 3.404 2.130 0.372 -0.082 0.091 1.57
C -1.751 3.011 1.394 0.003 -0.436 -0.286 -1.28
H -2.277 -0.602 3.956 -0.001 0.109 0.080 0.37
N 2.987 4.452 -0.534 0.359 0.077 0.033 -0.01
H 1.527 -3.596 -4.343 0.000 0.021 -0.140 0.40
N -0.433 -0.947 1.138 -0.405 -0.276 0.426 0.45
H 3.658 0.359 2.814 -0.017 0.126 0.066 0.33
H 3.857 -1.049 -3.538 0.093 -0.094 0.001 0.45
C -4.193 -2.159 -1.688 0.120 -0.002 -0.139 -1.25
H -2.558 -0.826 0.371 -0.327 -0.174 0.145 -0.95
C 1.594 -4.137 -3.403 0.132 0.249 0.066 -2.02
N -1.082 -0.956 -1.291 -0.423 -0.180 -0.322 1.27
H 4.399 2.129 -3.184 -0.023 -0.032 -0.085 0.35
H 3.367 -2.014 0.929 -0.041 -0.056 0.033 -0.03
N -1.509 1.124 0.280 -0.441 0.337 -0.122 0.88
H 3.870 4.166 -0.140 -0.128 -0.091 -0.021 0.29
H 2.496 -4.744 -3.418 0.076 -0.023 0.005 0.46
C 1.607 -3.184 -2.209 0.038 -0.171 0.057 1.67
C -2.779 -1.264 3.253 0.175 -0.150 0.068 -1.28
I 0.027 5.948 -0.584 0.064 -0.182 -0.123 0.09
H -5.192 -2.079 -2.109 -0.130 0.002 -0.010 0.48
C 0.378 -2.330 -2.172 0.039 0.451 0.258 -0.89
H -0.573 4.982 2.998 -0.126 0.130 -0.016 0.35
H -3.987 -3.210 -1.494 -0.026 -0.086 0.072 0.36
H -3.143 -0.668 2.423 -0.104 0.080 -0.112 -0.09
C 2.985 0.652 -2.516 0.370 0.884 -1.097 2.03
C -3.167 -1.617 -2.686 -0.304 0.152 0.221 0.12
H -3.215 -2.286 -3.553 0.113 0.070 0.146 0.51
C 1.769 1.568 -2.782 0.478 0.040 -0.174 -0.38
H -4.160 2.930 0.112 0.074 -0.081 0.024 0.57
N -0.265 1.604 0.568 0.279 0.085 -0.191 0.34
H 2.502 -2.558 -2.253 -0.016 0.006 -0.013 -0.23
H -1.078 -3.338 -3.497 -0.099 -0.177 -0.162 0.70
C -4.501 2.249 2.111 0.003 0.101 -0.199 -1.41
H -4.681 0.005 0.709 0.006 -0.174 0.008 0.05
H -3.059 0.561 -2.549 -0.013 0.120 0.047 0.22
C -3.464 -0.203 -3.206 0.040 -0.156 -0.035 -1.46
C 1.670 2.383 2.633 -0.076 0.078 -0.199 -1.01
H -5.586 2.279 2.062 -0.132 -0.018 0.020 0.47
C 0.751 4.083 -1.362 -0.353 0.106 -0.109 -0.85
H 4.880 -0.288 1.721 0.073 0.012 -0.018 0.50
H -2.192 3.865 1.856 -0.107 0.165 0.219 0.53
C -1.822 -2.357 2.774 -0.350 0.091 -0.215 -0.08
C 0.698 -2.083 2.656 -0.199 0.108 -0.155 -1.17
H 4.668 -2.400 3.026 0.076 -0.002 -0.020 0.43
H -4.171 -1.626 -0.747 -0.053 0.063 0.163 -0.09
H 2.545 -4.578 -0.832 0.087 -0.078 0.034 0.46
H 3.276 -1.900 3.978 -0.049 0.080 0.122 0.42
H -4.536 -0.055 -3.316 -0.082 0.058 0.004 0.37
O 2.659 -0.016 -1.287 0.330 -0.477 0.324 -0.13
C 3.073 -0.310 -3.696 -0.105 -0.018 0.225 -1.83
H -4.177 0.596 -0.887 -0.053 -0.162 -0.118 -0.15
H 0.746 -4.815 -3.334 -0.093 -0.068 -0.009 0.37
C 4.279 1.441 -2.352 -0.198 -0.073 0.164 -1.81
O 2.151 2.389 -0.379 0.180 -0.437 0.403 -0.73
H 2.888 5.416 -0.813 -0.112 -0.045 0.027 0.26

100
Properties=species:S:1:pos:R:3:forces:R:3:mulliken_charge:R:1 method="wB97M-V/def2-TZVPD" lumo_ha=0.0225 homo_ev=-6.72 max_force_ev_per_a=2.5 homo_lumo_gap_ev=7.328 charge=0 e_above_lowest_ev=0.0000
H -2.709 -4.011 -1.253 0.297 0.007 -0.105 0.25
H -0.703 3.307 -1.853 -1.724 -1.196 0.713 -1.58
H -1.759 -3.929 -2.767 -0.009 0.084 0.286 0.31
C 0.966 6.140 -4.033 0.223 0.249 -0.070 -1.22
O 1.184 4.333 -0.952 0.366 -0.768 0.075 -0.17
H 0.990 7.206 -3.807 0.080 0.074 -0.061 0.44
H -2.248 5.677 -1.275 -0.233 -0.131 0.035 0.24
H 0.056 -0.335 2.727 0.223 -0.008 0.165 0.00
H 1.487 -0.261 -3.339 -0.159 -0.215 0.008 0.08
H 2.859 -1.409 -1.200 0.201 -0.109 0.178 0.11
H 1.229 -2.005 -3.168 -0.098 0.216 -0.114 0.43
H -5.091 1.773 -1.956 0.111 0.104 0.183 0.27
C 3.324 0.454 3.225 0.171 -0.036 -0.080 -0.88
H 0.967 2.415 -6.100 0.067 -0.013 0.067 0.42
H -1.160 5.883 -3.741 0.188 0.021 0.018 0.37
H -3.407 2.719 -4.260 -0.007 0.128 0.056 0.12
Si -3.264 3.465 -1.873 0.235 0.349 -0.457 0.31
C -3.542 3.667 -3.725 0.067 0.075 -0.133 -0.78
H -3.998 5.823 -1.554 0.132 -0.168 0.104 0.34
C 1.981 3.243 -1.447 -0.460 -0.122 0.299 1.80
H -4.542 1.992 -0.270 -0.116 0.078 -0.146 0.40
O -2.903 -0.109 1.384 0.151 -0.645 0.324 -0.70
H -1.452 1.728 -2.212 -0.023 0.323 0.213 -0.75
H 1.512 5.434 0.714 0.080 -0.056 0.181 0.39
H -1.206 -4.947 -1.409 -0.247 0.167 -0.127 0.55
C -0.899 -2.872 -1.081 -0.133 1.626 0.197 1.42
C 1.050 2.805 -5.080 0.332 -0.070 -0.167 -1.04
C -3.234 -0.408 -4.180 0.228 0.204 -0.379 -0.78
H 1.213 1.953 -4.411 -0.080 0.145 -0.049 -0.10
C -4.742 2.511 -1.219 -0.015 -0.146 0.168 -1.22
H 2.686 -3.345 1.460 -0.311 0.021 0.086 0.24
H 3.382 4.264 -2.753 0.032 -0.133 0.315 0.26
H 1.906 5.692 -3.698 -0.141 0.078 -0.005 0.12
H -3.321 -1.659 -0.981 -0.145 -0.059 -0.621 0.21
C -1.691 -3.999 -1.674 -0.040 -0.564 -0.003 -1.87
C -3.217 5.185 -1.117 0.037 -0.047 0.303 -1.08
H -5.573 3.213 -1.045 0.231 -0.204 -0.037 0.36
H -4.571 4.010 -3.917 0.251 -0.086 0.121 0.46
H -0.045 4.648 0.627 0.106 -0.169 0.055 0.29
C 2.207 -0.150 2.646 0.599 -0.031 -0.156 1.22
H 1.996 2.400 -0.734 0.042 0.390 -0.204 -0.22
H 1.932 3.456 -5.038 -0.176 -0.117 0.039 0.36
C -3.744 -1.519 -1.998 -0.535 -0.005 0.341 -1.38
C -0.214 3.556 -4.748 -0.392 0.266 0.397 0.05
C 4.558 0.446 2.570 -0.060 0.024 -0.161 -0.90
C 1.548 3.379 1.376 -0.087 0.061 0.006 -0.86
H 5.668 -0.231 0.821 -0.282 0.103 0.277 0.45
C -2.765 -1.085 -3.058 0.762 0.030 0.267 2.17
C 3.728 -1.574 -0.549 0.150 0.149 -0.512 -1.46
N -2.583 -1.359 1.217 0.211 -0.309 0.460 0.41
C 1.030 4.484 0.463 0.006 0.428 0.009 -0.41
C -0.299 -3.095 0.188 -0.383 -0.929 -0.380 -1.97
H 1.464 -1.287 -4.778 -0.041 0.042 0.176 0.49
H -1.437 2.411 -0.461 -0.037 0.245 -0.468 0.30
H -3.399 5.125 -0.033 0.071 0.117 -0.226 0.33
C 2.369 -0.718 1.380 -0.166 -0.037 -0.160 -0.35
H 0.915 -1.160 4.041 0.067 0.174 -0.107 0.33
H 3.818 -2.657 -0.368 -0.081 0.306 -0.016 0.26
C -2.351 -0.001 -5.180 -0.252 -0.020 -0.041 -0.87
H 1.345 3.659 2.417 0.013 0.041 -0.218 0.44
H -4.560 -0.780 -1.911 0.225 -0.260 -0.044 0.31
H -0.364 4.378 -5.466 -0.079 -0.263 0.169 0.41
C 3.603 -0.798 0.726 -0.257 0.133 0.412 0.88
N -0.812 -1.700 -1.694 0.230 -0.673 -0.050 0.06
H -4.307 -0.197 -4.253 0.382 -0.052 -0.084 0.45
H -1.083 2.883 -4.818 0.196 0.150 -0.007 -0.12
H 0.783 0.605 4.037 -0.019 -0.135 0.024 0.51
H 5.418 0.932 3.027 -0.172 -0.104 -0.065 0.41
H -2.858 4.411 -4.161 -0.191 -0.248 0.118 0.16
H -0.300 0.030 -5.867 -0.201 -0.065 0.184 0.43
C 0.801 -2.514 0.804 0.608 2.210 0.240 1.22
H 3.886 4.232 -1.043 -0.123 -0.172 -0.107 0.30
N 1.190 -1.208 0.708 -0.041 -2.422 0.522 1.10
H 1.440 2.890 -2.331 0.205 0.022 0.121 -0.88
C 3.386 3.658 -1.833 0.107 -0.014 -0.148 -1.55
H 4.628 -1.256 -1.088 -0.124 -0.117 0.050 0.48
H -0.708 -3.952 0.732 0.513 -0.043 -0.443 0.40
C 1.000 -1.137 -3.795 0.398 -0.101 -0.177 -1.54
C -1.365 -1.318 -2.925 -0.357 -0.194 -0.115 -0.57
H 1.050 2.421 1.201 0.084 -0.014 -0.021 -0.07
O -0.188 4.082 -3.404 0.232 0.692 -1.309 -0.44
H 2.630 3.236 1.282 -0.156 -0.024 -0.014 0.29
H -0.194 5.739 -2.254 0.106 -0.043 -0.235 0.02
C -0.204 5.519 -3.326 -0.429 -0.633 0.047 -0.08
O 0.327 -0.258 0.399 -0.759 1.476 -0.610 0.13
H -4.219 -2.475 -2.281 0.210 0.310 0.188 0.37
H 0.880 6.030 -5.118 0.124 0.045 0.107 0.34
C -0.474 -0.924 -3.959 -0.406 0.092 0.419 0.45
H 3.219 0.922 4.208 0.104 -0.148 -0.298 0.45
O -2.521 -2.105 2.185 -0.473 1.372 -0.809 -0.63
H 1.587 -2.887 2.781 0.053 -0.082 -0.340 0.20
C 0.922 -0.271 3.397 -0.588 0.265 0.024 -1.68
C 4.701 -0.184 1.332 -0.025 -0.103 0.153 -0.95
Ca -1.593 0.198 -0.508 0.457 -1.408 0.855 1.61
C -0.984 -0.276 -5.073 -0.319 0.049 -0.098 -0.65
H 3.963 2.744 -2.026 0.042 0.240 -0.013 0.40
H 1.257 -4.334 1.804 0.089 0.143 -0.029 0.50
C -1.579 2.611 -1.547 0.780 0.954 -0.080 2.24
C 1.630 -3.307 1.764 0.136 -0.646 0.356 -1.77
H -2.739 0.525 -6.052 0.144 -0.118 0.184 0.42